The molecule BrH2NO2S in a non-equilibrium geometry. Source: OMol25; level of theory: the ωB97M-V functional and the def2-TZVPD basis.

Properties
ΔE to the lowest compared entry with this formula, charge and spin   31.49 kcal per mole
Net charge   0
M   159.99 g/mol
Frontier orbital gap (spin up / spin down)   9.12 / 9.12 eV
HOMO level (spin up / spin down)   -10.6 / -10.6 eV
LUMO (spin up / spin down)   -1.49 / -1.49 eV
Max |F|   4.462 eV/Å

CARTESIAN COORDINATES (ANGSTROEM)
H1 -0.501 -0.411 -0.604
N1 -0.122 0.246 0.054
O1 -2.498 1.825 0.996
O2 -1.162 0.631 2.741
Br1 -2.736 -1.166 0.949
H2 0.571 -0.151 0.665
S1 -1.661 0.766 1.419

Cartesian forces (eV/Å) of the 3 atoms listed first:
H -0.548 -0.525 0.174
N -1.909 2.981 2.031
O 0.368 0.363 -0.279